# C9H38NO13

A 11-piece molecular cluster, C9H38NO13 overall in a non-equilibrium geometry (wB97M-V/def2-TZVPD, OMol25).

XYZ file:
```
61
Properties=species:S:1:pos:R:3
N 0.50 -0.46 0.47
O -0.41 0.15 1.01
O 1.16 0.02 -0.43
O 0.89 -1.54 0.95
O -1.25 0.90 3.97
H -1.15 0.76 3.03
H -0.75 0.19 4.37
O 2.35 -0.70 -2.80
H 2.11 -1.61 -2.96
H 1.94 -0.48 -1.97
O 0.08 -4.45 0.15
H 0.44 -5.23 0.57
H 0.28 -3.74 0.75
O 3.67 -1.62 0.64
H 2.77 -1.36 0.80
H 3.84 -2.33 1.26
O -0.04 -2.99 3.11
H -0.90 -2.60 2.97
H 0.54 -2.55 2.49
O 2.69 2.63 -1.02
H 3.61 2.86 -0.90
H 2.64 1.71 -0.76
O -0.30 2.76 -0.33
H 0.63 2.93 -0.41
H -0.36 1.89 0.06
C -4.05 0.72 -0.91
C -3.83 -0.67 -0.14
C -2.84 -1.63 -0.87
O -3.18 -0.27 1.00
H -4.58 0.61 -1.86
H -3.13 1.26 -1.14
H -4.57 1.38 -0.23
H -4.70 -1.24 0.19
H -1.85 -1.18 -0.95
H -3.25 -1.79 -1.86
H -2.89 -2.53 -0.27
H -2.28 -0.09 0.72
C -2.13 -0.23 -5.67
C -2.04 0.51 -4.27
C -0.67 0.39 -3.64
O -2.46 1.91 -4.47
H -1.79 -1.27 -5.62
H -1.46 0.22 -6.39
H -3.17 -0.32 -5.99
H -2.76 0.05 -3.58
H -0.35 -0.65 -3.50
H -0.52 0.82 -2.64
H 0.07 0.79 -4.33
H -1.86 2.24 -5.15
C 2.61 0.06 3.93
C 3.15 1.53 4.28
C 3.40 2.39 3.05
O 2.13 2.14 5.00
H 1.80 -0.01 3.20
H 2.32 -0.51 4.81
H 3.40 -0.60 3.58
H 4.07 1.49 4.87
H 2.60 2.32 2.32
H 4.27 2.04 2.49
H 3.62 3.43 3.26
H 1.92 1.56 5.74
```

The value obtained for the HOMO energy is -6.9612 eV. Its strongest force on any atom is 3.1 eV/Å. As for the gap between HOMO and LUMO: 9.69 eV. The total charge is -1. The energy relative to the best compared isomer or geometry (same formula, charge and spin) comes out at 0.00 kJ/mol.



# C9H4Cl3F3N2O2STc

C9H4Cl3F3N2O2STc as an isolated structure in a non-equilibrium geometry (wB97M-V/def2-TZVPD, OMol25).

XYZ file:
```
25
Properties=species:S:1:pos:R:3
Tc -1.66 -1.07 -1.08
F 2.57 0.04 2.93
C 2.41 -0.86 2.00
F 1.56 -1.74 2.53
F 3.62 -1.41 1.82
C 1.92 -0.43 0.69
C 2.71 0.50 0.05
C 2.28 1.06 -1.15
C 1.06 0.66 -1.70
N 0.27 -0.30 -1.10
C 0.69 -0.82 0.07
S -0.59 -1.96 0.77
H 3.59 0.88 0.51
H 2.90 1.76 -1.68
H 0.72 1.15 -2.62
Cl -1.03 4.18 0.54
C -2.37 3.01 0.88
Cl -4.03 3.60 0.52
Cl -2.18 2.42 2.54
C -2.29 1.76 0.02
N -2.29 0.67 -0.33
O -3.17 -2.48 -0.90
C -2.47 -3.34 -1.57
O -1.33 -2.98 -1.97
H -2.89 -4.30 -1.78
```

Its spin multiplicity is 4. The value obtained for the HOMO energy (alpha / beta) is -17.1528 / -17.2283 eV. Its strongest force on any atom is 3.1 eV/Å. As for the gap between HOMO and LUMO (alpha / beta): 7.09 / 6.79 eV. The total charge is +2.



# C9H54NO19

A 19-piece molecular cluster, C9H54NO19 overall in a non-equilibrium geometry (wB97M-V/def2-TZVPD, OMol25).

XYZ file:
```
83
Properties=species:S:1:pos:R:3
C 15.66 7.04 2.05
C 15.68 8.59 1.82
C 14.25 9.16 2.05
C 13.69 9.09 3.50
C 14.67 9.80 4.43
C 16.15 9.32 4.24
N 16.48 9.31 2.82
O 17.88 9.36 2.60
C 16.21 7.92 4.87
C 16.97 10.32 5.07
C 16.06 8.94 0.39
H 14.97 6.82 2.85
H 16.64 6.66 2.35
H 15.43 6.45 1.16
H 13.48 8.63 1.47
H 14.26 10.18 1.66
H 13.52 8.07 3.84
H 12.72 9.57 3.46
H 14.46 9.71 5.50
H 14.59 10.87 4.22
H 15.29 7.34 4.95
H 16.53 7.90 5.92
H 17.02 7.32 4.46
H 18.05 10.19 5.05
H 16.65 10.33 6.12
H 16.67 11.30 4.69
H 16.19 10.03 0.35
H 15.29 8.62 -0.30
H 17.03 8.58 0.05
O 17.22 4.46 6.52
H 17.75 3.66 6.45
H 17.00 4.68 5.61
O 12.90 9.53 8.93
H 13.27 10.33 8.50
H 11.96 9.55 8.73
O 12.14 7.05 7.17
H 12.03 6.63 8.03
H 13.09 6.98 6.99
O 20.78 10.17 3.49
H 20.59 11.03 3.10
H 19.92 9.72 3.50
O 13.73 7.44 -3.20
H 13.56 8.19 -2.62
H 13.86 7.84 -4.07
O 16.46 12.08 1.95
H 17.11 11.39 1.74
H 15.72 11.59 2.34
O 14.56 12.46 -0.51
H 14.99 11.80 0.04
H 15.13 13.23 -0.44
O 11.80 6.66 -0.53
H 12.18 7.22 0.16
H 12.54 6.48 -1.13
O 16.69 6.07 8.63
H 16.89 5.69 7.75
H 17.45 5.84 9.17
O 19.07 8.31 -2.17
H 19.10 8.33 -1.19
H 18.49 7.58 -2.38
O 18.86 11.36 0.43
H 18.36 10.56 0.62
H 19.69 11.24 0.90
O 15.07 13.89 4.34
H 14.53 13.55 3.62
H 15.98 13.81 4.02
O 13.94 11.99 8.08
H 13.59 12.13 7.18
H 13.79 12.82 8.53
O 12.98 12.97 5.73
H 12.26 13.54 5.44
H 13.79 13.34 5.31
O 10.29 9.04 6.35
H 10.90 8.42 6.78
H 10.55 9.02 5.42
O 19.06 5.86 4.47
H 19.40 6.03 3.58
H 18.81 6.72 4.80
O 17.94 13.89 3.50
H 18.89 13.75 3.53
H 17.58 13.07 3.08
O 19.24 7.74 0.55
H 18.48 8.05 1.08
H 19.80 7.28 1.18
```

The value obtained for the HOMO energy is -3.9590 eV. Its strongest force on any atom is 2.3 eV/Å. As for the gap between HOMO and LUMO: 6.07 eV. The total charge is -1. The energy relative to the best compared isomer or geometry (same formula, charge and spin) comes out at 63.86 kJ/mol.



# C9H56NO20

A 20-piece molecular cluster, C9H56NO20 overall in a non-equilibrium geometry (wB97M-V/def2-TZVPD, OMol25).

XYZ file:
```
86
Properties=species:S:1:pos:R:3
C 2.05 -0.04 0.22
C 0.63 -0.39 -0.29
C -0.20 -1.38 0.62
C -0.95 -0.70 1.82
C -1.89 0.48 1.28
C -1.09 1.48 0.40
N -0.35 0.67 -0.71
O -0.42 1.22 -2.06
C -0.10 2.44 1.18
C -2.30 2.31 -0.18
C 0.93 -1.32 -1.44
H 2.51 -0.87 0.77
H 2.01 0.73 0.99
H 2.82 0.35 -0.45
H 0.60 -1.96 1.09
H -0.96 -1.93 0.07
H -0.28 -0.26 2.55
H -1.59 -1.39 2.37
H -2.08 0.95 2.25
H -2.82 0.19 0.78
H 0.57 2.88 0.44
H 0.47 1.80 1.84
H -0.56 3.30 1.67
H -1.90 3.10 -0.81
H -2.96 2.76 0.56
H -2.96 1.66 -0.75
H 1.59 -2.16 -1.20
H 1.53 -0.78 -2.17
H 0.15 -1.85 -1.99
O -2.71 -1.18 -2.03
H -1.87 -0.98 -1.62
H -2.91 -0.42 -2.57
O -0.27 6.46 -1.47
H 0.06 6.62 -2.36
H -0.80 5.66 -1.56
O -3.21 -0.12 4.60
H -3.49 -0.45 3.74
H -2.27 0.03 4.50
O -0.72 -0.74 -4.52
H -0.35 -0.54 -3.66
H -0.22 -1.50 -4.83
O -0.12 -4.55 -1.11
H -0.12 -4.56 -2.07
H -0.88 -5.08 -0.87
O -1.10 4.08 -2.95
H -0.84 3.34 -2.41
H -0.56 4.01 -3.74
O 4.23 3.45 -1.27
H 4.97 2.99 -1.68
H 3.50 2.83 -1.33
O 4.15 -2.49 -1.12
H 3.69 -3.00 -1.78
H 4.38 -1.67 -1.58
O 5.76 -1.47 0.99
H 5.45 -0.57 1.00
H 5.03 -1.98 0.64
O 2.43 1.82 -2.36
H 1.63 1.44 -2.00
H 2.34 1.72 -3.31
O -3.68 5.76 0.49
H -3.36 5.28 1.25
H -4.50 5.33 0.26
O -4.90 -1.53 3.02
H -4.32 -2.29 2.89
H -5.73 -1.80 2.61
O 1.35 3.69 4.38
H 0.49 3.36 4.63
H 1.60 3.17 3.62
O -2.56 1.29 -4.24
H -2.19 1.66 -3.44
H -2.07 0.48 -4.38
O 4.61 -0.03 -2.86
H 5.06 0.33 -3.63
H 3.88 0.57 -2.71
O -2.34 -4.53 2.48
H -1.42 -4.28 2.53
H -2.38 -5.18 1.78
O -1.44 -3.14 4.83
H -1.71 -3.35 3.94
H -2.17 -2.64 5.19
O 0.60 -4.84 2.35
H 1.07 -4.28 1.73
H 1.09 -4.74 3.17
O 2.34 -4.35 0.35
H 3.21 -4.03 0.09
H 1.84 -4.36 -0.46
```

The value obtained for the HOMO energy is -3.7154 eV. Its strongest force on any atom is 3.4 eV/Å. As for the gap between HOMO and LUMO: 5.33 eV. The total charge is -1. The energy relative to the best compared isomer or geometry (same formula, charge and spin) comes out at 268.48 kJ/mol.



# C9H64NO24

A 24-piece molecular cluster, C9H64NO24 overall in a non-equilibrium geometry (wB97M-V/def2-TZVPD, OMol25).

XYZ file:
```
98
Properties=species:S:1:pos:R:3
C 11.36 6.06 -13.42
C 11.71 5.11 -14.61
C 11.52 3.65 -14.14
C 10.04 3.25 -14.14
C 9.39 3.43 -15.50
C 9.54 4.87 -16.02
N 10.94 5.26 -15.84
O 11.28 6.46 -16.52
C 8.58 5.75 -15.19
C 9.06 4.88 -17.45
C 13.22 5.21 -14.91
H 10.40 5.90 -12.92
H 11.28 7.06 -13.85
H 12.19 5.96 -12.73
H 11.82 3.58 -13.08
H 12.15 3.00 -14.75
H 9.56 3.87 -13.38
H 9.92 2.23 -13.75
H 8.36 3.11 -15.31
H 9.86 2.67 -16.13
H 8.89 5.78 -14.15
H 7.57 5.32 -15.17
H 8.45 6.75 -15.60
H 9.54 4.14 -18.10
H 9.18 5.76 -18.09
H 7.98 4.74 -17.56
H 13.44 6.25 -15.19
H 13.55 4.59 -15.74
H 13.84 5.02 -14.03
O 6.33 6.32 -19.55
H 6.98 6.52 -18.86
H 6.65 5.51 -19.99
O 9.51 8.53 -12.04
H 8.64 8.13 -11.97
H 9.84 8.25 -12.90
O 13.90 1.81 -11.43
H 13.93 1.66 -10.48
H 12.99 2.09 -11.60
O 12.79 4.35 -18.38
H 12.15 4.74 -17.76
H 12.25 4.07 -19.13
O 5.39 3.05 -17.17
H 5.27 2.38 -16.48
H 6.25 2.83 -17.58
O 15.61 8.06 -16.32
H 15.42 7.16 -16.04
H 14.90 8.26 -16.96
O 10.05 0.22 -17.06
H 10.85 0.26 -16.51
H 10.32 -0.29 -17.84
O 13.54 7.53 -18.20
H 13.02 7.98 -18.87
H 12.89 6.95 -17.75
O 9.26 8.32 -18.43
H 8.80 8.27 -17.59
H 9.96 7.66 -18.36
O 11.01 1.91 -10.62
H 10.26 2.38 -11.00
H 10.75 0.99 -10.62
O 4.61 5.21 -15.53
H 3.66 5.16 -15.71
H 5.00 4.52 -16.11
O 11.67 9.09 -15.55
H 11.84 8.14 -15.73
H 10.83 9.09 -15.07
O 7.91 -0.76 -14.87
H 8.28 -0.73 -15.76
H 8.66 -0.51 -14.29
O 5.74 7.59 -16.55
H 5.46 6.87 -15.95
H 6.02 8.29 -15.96
O 15.73 4.31 -18.25
H 16.03 5.07 -18.76
H 14.76 4.34 -18.34
O 6.21 4.38 -13.29
H 7.12 4.52 -13.56
H 5.69 4.53 -14.10
O 14.52 1.50 -15.85
H 13.79 1.58 -16.47
H 15.24 1.14 -16.38
O 11.89 0.41 -14.69
H 11.90 1.27 -14.25
H 12.69 -0.04 -14.36
O 9.89 -0.38 -13.06
H 10.48 -0.60 -12.34
H 10.49 -0.03 -13.76
O 8.50 9.48 -14.69
H 7.56 9.63 -14.64
H 8.90 10.31 -14.38
O 7.91 1.90 -18.26
H 7.74 1.21 -18.92
H 8.57 1.51 -17.67
O 13.44 9.12 -13.39
H 12.85 8.46 -13.01
H 13.09 9.26 -14.30
O 6.65 3.75 -20.56
H 6.29 2.96 -20.98
H 7.38 3.43 -20.02
```

The value obtained for the HOMO energy is -3.8128 eV. Its strongest force on any atom is 2.0 eV/Å. As for the gap between HOMO and LUMO: 5.10 eV. The total charge is -1. The energy relative to the best compared isomer or geometry (same formula, charge and spin) comes out at 171.85 kJ/mol.



# C9H6BrF2NO2

C9H6BrF2NO2 as an isolated structure in a non-equilibrium geometry (wB97M-V/def2-TZVPD, OMol25).

XYZ file:
```
21
Properties=species:S:1:pos:R:3
C 0.68 2.08 0.18
C 1.38 1.00 0.65
C -0.47 1.89 -0.52
C 0.91 -0.27 0.68
C -1.02 0.61 -0.59
C -0.28 -0.51 -0.03
C -2.16 -1.66 -0.66
C -2.19 0.32 -1.18
C -3.06 -2.91 0.10
N -0.94 -1.64 0.04
O -2.02 -2.06 -2.07
O -3.15 0.51 -1.87
F -3.36 -2.53 1.37
F -2.26 -3.99 0.13
Br -4.81 -3.31 -0.84
H 1.23 2.95 0.13
H 2.30 1.27 1.33
H -0.95 2.73 -0.97
H 1.46 -1.17 1.06
H -0.54 -2.46 0.56
H -1.22 -2.51 -2.18
```

The value obtained for the HOMO energy is -8.6036 eV. Its strongest force on any atom is 7.3 eV/Å. As for the gap between HOMO and LUMO: 8.08 eV. The total charge is 0.



# C9H6Cl3FO

A 2-piece molecular cluster, C9H6Cl3FO overall in a non-equilibrium geometry (wB97M-V/def2-TZVPD, OMol25).

XYZ file:
```
20
Properties=species:S:1:pos:R:3
C 2.79 -0.34 -0.44
C 1.83 -1.04 -1.14
C 2.40 0.12 0.84
C 0.48 -0.97 -0.78
C 1.09 0.17 1.23
C 0.08 -0.36 0.39
C -1.24 2.14 -0.26
C -1.29 -0.10 0.75
C -2.49 -0.44 -0.04
O -0.18 2.29 -0.79
F -1.60 0.09 2.01
Cl -2.53 -2.16 -0.55
Cl -2.70 0.56 -1.56
Cl -3.99 -0.11 0.94
H 3.70 -0.58 -0.75
H 2.00 -1.45 -2.16
H 3.21 0.56 1.47
H -0.24 -1.62 -1.26
H 0.93 0.64 2.15
H -2.25 2.60 -0.04
```

The value obtained for the HOMO energy (alpha / beta) is -7.6725 / -7.7485 eV. Its strongest force on any atom is 4.6 eV/Å. As for the gap between HOMO and LUMO (alpha / beta): 7.45 / 7.09 eV. The total charge is 0. The energy relative to the best compared isomer or geometry (same formula, charge and spin) comes out at 224.73 kJ/mol.



# C9H6N2O2S

An isolated ion of composition C9H6N2O2S and charge +2 in a non-equilibrium geometry (wB97M-V/def2-TZVPD, OMol25).

XYZ file:
```
20
Properties=species:S:1:pos:R:3
C 0.50 1.18 -3.07
C -2.47 -1.14 3.00
C 1.63 0.84 -3.89
C -1.35 -1.16 3.68
C 0.26 1.16 -1.70
C -2.15 -0.66 1.60
C 2.77 0.17 -3.50
C -0.29 -0.85 2.68
C 1.01 0.17 0.36
N 0.95 0.67 -0.70
N -0.85 -0.39 1.54
O 3.84 -0.15 -3.32
O 0.95 -0.87 2.84
S 1.99 -0.20 1.69
H -0.38 1.54 -3.62
H -3.40 -1.22 3.39
H 1.45 1.07 -5.03
H -1.11 -1.30 4.73
H -0.58 1.71 -1.43
H -2.75 -0.57 0.74
```

The value obtained for the HOMO energy (alpha / beta) is -15.4527 / -15.4486 eV. Its strongest force on any atom is 3.8 eV/Å. As for the gap between HOMO and LUMO (alpha / beta): 4.80 / 4.79 eV. The total charge is +2.